215
Properties=species:S:1:pos:R:3:forces:R:3:lowdin_charge:R:1 method="wB97M-V/def2-TZVPD" multiplicity=1 homo_ev=-8.20 largest_force_ev_per_a=4.21 lumo_energy_ev=0.43 relative_energy_kcal_mol=161.0
C -2.592817 -7.927083 16.954192 0.8992 0.1495 -0.8286 0.066
N -2.038149 -8.678522 15.780795 -0.6004 0.9763 2.0750 -0.490
O -2.340193 -8.360304 14.692435 -1.1997 1.1513 -3.3512 0.075
O -1.310860 -9.570238 16.049160 1.8009 -2.3677 0.6098 0.087
H -3.587129 -8.350368 17.096579 0.2608 0.1047 0.5789 0.093
H -2.626596 -6.874935 16.671444 -0.2285 -0.0911 0.0849 0.104
H -1.776151 -8.124062 17.648714 -0.9387 0.1488 0.7768 0.104
C -6.393346 0.699118 10.931345 -0.0959 -0.5829 0.2746 -0.069
O -5.954954 -0.616204 11.370172 0.1334 1.2600 -0.9504 -0.165
C -6.972953 -1.578071 11.433244 -1.4558 -0.2885 -0.3000 -0.227
C -6.383340 -2.963731 11.662881 0.4305 0.2846 0.6155 -0.198
O -5.357176 -3.356020 10.816423 1.7479 0.9502 -0.2544 -0.188
C -5.607148 -3.667235 9.467597 0.6461 -0.3174 0.6705 -0.072
H -7.031849 0.673012 10.048320 -0.0333 -0.4561 -0.1947 0.081
H -5.554252 1.346833 10.677379 0.3648 -0.5103 0.1464 0.080
H -6.962947 1.241371 11.686069 -0.0788 -0.2646 0.4532 0.076
H -7.674616 -1.581498 10.599128 0.3159 0.4019 -0.8230 0.102
H -7.632065 -1.325422 12.263810 -0.1574 -0.2032 0.5295 0.109
H -6.964317 -3.885851 11.679196 -1.4703 0.7152 0.4601 0.112
H -5.971160 -2.778497 12.654798 0.6084 -0.8676 0.1502 0.109
H -5.695131 -2.818744 8.789045 -0.4536 0.3361 0.1783 0.089
H -6.444776 -4.362047 9.406619 -0.1756 -0.0514 -0.3548 0.076
H -4.667798 -4.151432 9.200624 -0.2376 -0.3814 -0.4082 0.082
C -8.996519 3.725291 16.626885 0.8774 -0.8230 -0.3004 -0.090
O -8.884194 2.864443 15.481799 -0.9151 0.7276 0.0143 -0.210
C -10.168869 2.348907 15.072603 0.8228 0.5595 -0.9385 -0.151
C -9.865963 1.428417 13.795428 0.0116 0.6474 2.1267 -0.148
O -9.183363 0.297307 14.266994 0.3989 -0.0058 -0.1824 -0.206
C -10.037332 -0.686154 14.761414 -0.2158 -1.5035 -0.9989 -0.112
H -7.982156 3.773370 17.022939 -0.1061 -0.1010 0.2765 0.069
H -9.669005 3.273554 17.356127 -0.0277 0.0463 0.2183 0.086
H -9.274880 4.766073 16.461400 -0.4370 -0.0464 -0.6227 0.085
H -10.856724 3.170323 14.872020 0.0275 0.3304 -0.6416 0.111
H -10.608412 1.940972 15.982825 -0.1368 -1.1929 -0.2851 0.108
H -9.186932 1.965600 13.133257 0.0559 0.1904 0.2242 0.117
H -10.706964 1.090515 13.189914 -0.5274 0.3798 0.2607 0.113
H -9.601714 -1.653486 14.511210 0.4513 -0.0889 0.3922 0.067
H -10.939401 -0.756289 14.153588 -0.5572 0.4468 0.2629 0.078
H -10.274811 -0.694108 15.825203 0.0497 0.5435 0.0931 0.083
C -10.394166 -8.120497 10.846298 -0.6802 0.5342 -1.1030 -0.090
O -11.012637 -7.061406 10.094607 0.8751 0.3539 0.1439 -0.227
C -10.241636 -6.585203 8.952951 -1.4870 0.3285 2.8440 -0.168
C -8.887662 -5.973728 9.332759 -0.5034 0.1406 -0.6689 -0.190
O -8.812245 -5.223712 10.559933 0.4905 -1.9476 0.0932 -0.186
C -9.459376 -4.001186 10.632021 -1.0379 1.1374 -1.1380 -0.129
H -11.113750 -8.329180 11.637968 0.1987 -0.3150 -0.0287 0.083
H -9.413654 -7.899058 11.267792 0.0342 0.4129 0.0288 0.080
H -10.283824 -8.942415 10.138924 0.0285 -0.5685 0.3356 0.085
H -10.813590 -5.707691 8.651409 -0.4878 -0.5076 -0.5582 0.113
H -10.245721 -7.409606 8.239902 0.5730 0.3647 -0.4729 0.128
H -8.812956 -5.328548 8.457395 1.0025 0.5088 -0.0033 0.116
H -8.122026 -6.745802 9.256612 0.3519 0.3899 0.7348 0.126
H -8.969792 -3.282129 9.975243 0.0460 0.1804 -0.2612 0.080
H -9.524910 -3.507333 11.601517 0.7038 -0.7757 0.4904 0.089
H -10.510012 -4.044278 10.344979 -0.2185 -0.2840 -0.3132 0.090
C -6.356691 -5.023247 18.776005 -0.7119 0.3249 -1.0993 -0.144
O -5.235945 -5.682268 19.196043 1.5887 -2.8904 0.2089 -0.169
C -5.483211 -7.118476 19.132799 1.1337 -0.0152 2.3470 -0.156
C -4.362884 -7.835273 20.061414 -1.5013 1.9560 0.3207 -0.148
O -4.419800 -7.279313 21.384364 -0.1624 0.0818 -0.5460 -0.219
C -5.550145 -7.568306 22.228789 0.9364 0.5211 -0.8057 -0.083
H -6.647513 -5.480114 17.830063 -0.6857 0.1885 -0.3020 0.081
H -6.092903 -3.993085 18.536657 -0.1791 0.1282 0.3727 0.102
H -7.145564 -5.142266 19.518707 -0.3478 0.3805 0.0055 0.087
H -5.631397 -7.541152 18.139081 0.6784 0.3243 -0.5119 0.082
H -6.445832 -7.338233 19.594500 -0.2654 0.1941 0.3296 0.100
H -3.388186 -7.506261 19.701111 0.0398 -0.4060 -0.0615 0.104
H -4.452369 -8.911387 20.209994 -0.1088 -0.2120 -0.8958 0.118
H -6.409898 -7.996635 21.713549 0.1681 -0.4059 -0.1247 0.077
H -5.891844 -6.596438 22.584906 0.0479 -0.1447 0.4454 0.089
H -5.138520 -8.210097 23.007740 -0.6198 -0.0091 0.2600 0.085
C -3.402607 2.775173 17.423749 -0.3193 -1.0099 0.3304 -0.096
O -4.250807 1.725601 16.927788 -0.3536 1.7280 -0.2684 -0.178
C -5.650621 2.048222 16.972120 0.5454 -0.7965 1.5545 -0.203
C -6.441507 0.933419 16.287212 1.2479 0.1677 -1.4477 -0.194
O -5.743778 -0.340976 16.213469 -3.2116 0.1751 -0.3157 -0.155
C -6.666454 -1.153531 15.384286 1.7246 -0.3230 0.6373 -0.060
H -3.613690 2.955467 18.477813 -0.1528 0.1048 0.2471 0.078
H -3.451962 3.736482 16.912324 -0.3390 -0.0330 -0.4365 0.080
H -2.376653 2.410088 17.376633 -0.0849 -0.0889 -0.1921 0.088
H -5.965637 3.039392 16.645877 0.5489 0.1783 -1.3273 0.099
H -5.941166 2.214714 18.009399 0.0461 -0.7919 0.7855 0.108
H -6.543264 1.268183 15.254900 -0.0327 -0.0102 -0.3856 0.098
H -7.487514 0.884873 16.589867 0.0254 -0.2744 0.6895 0.111
H -6.282087 -2.169727 15.296532 0.3321 0.0251 0.4455 0.073
H -6.715582 -0.810873 14.350717 -0.0723 0.6341 0.0325 0.079
H -7.668651 -1.225974 15.806720 -0.0168 0.3103 0.1647 0.063
C 0.407014 -5.673193 13.824943 0.8909 -1.2652 0.7072 -0.074
O 1.283116 -5.034317 14.801842 -1.3960 0.1581 -1.4550 -0.164
C 1.147955 -3.638828 14.709419 1.5913 1.1236 -0.8799 -0.212
C 1.997240 -2.889404 13.565559 -1.5980 -1.4529 1.2623 -0.158
O 1.553532 -3.208061 12.221286 0.6477 0.6769 1.0930 -0.192
C 0.530339 -2.348018 11.734920 0.6342 0.3895 -0.3246 -0.093
H -0.648768 -5.734939 14.088789 -0.1970 0.8227 0.3890 0.074
H 0.701414 -6.721363 13.877635 0.2248 -0.0738 -0.2980 0.086
H 0.516571 -5.327154 12.797145 0.2219 0.3077 0.2489 0.066
H 1.601301 -3.202362 15.599403 -0.1703 -0.1472 0.3771 0.116
H 0.110646 -3.307381 14.662214 -0.2610 -0.1458 -0.0624 0.101
H 3.048702 -3.091510 13.769701 0.0677 -0.6101 -0.8239 0.115
H 1.911696 -1.863722 13.924391 -0.3990 0.6203 -0.9055 0.109
H 0.929032 -1.580307 11.071762 0.5483 0.3359 0.1492 0.081
H 0.044555 -1.821686 12.556566 -0.5272 -0.2836 -0.1108 0.077
H -0.119478 -2.873608 11.035223 -0.3758 -0.4499 0.6958 0.066
C -11.534208 -2.187342 18.530161 -0.1486 0.6569 -0.0400 -0.099
O -10.820848 -3.212460 19.152436 -0.4422 -1.1438 -0.1937 -0.188
C -9.449090 -3.109088 18.969005 2.5416 0.4585 1.5843 -0.193
C -8.677944 -2.621270 20.306323 -1.6386 -0.7773 -0.0954 -0.141
O -8.901293 -3.431429 21.486859 -0.6135 0.2939 -1.1421 -0.212
C -10.234969 -3.557814 22.039016 1.7367 0.1288 0.5576 -0.089
H -11.340880 -1.287223 19.113695 -0.3254 0.4995 -0.2835 0.097
H -12.604104 -2.387790 18.473174 0.0672 -0.2930 0.5444 0.078
H -11.247990 -2.039971 17.488781 0.3536 0.0416 -0.1275 0.072
H -9.199914 -2.405948 18.174266 0.0160 0.3208 -0.0540 0.106
H -8.950469 -4.031463 18.671178 -0.6485 -0.5008 0.0042 0.100
H -9.019160 -1.601040 20.481830 0.0322 0.2578 0.2709 0.107
H -7.590238 -2.641077 20.238345 -0.1383 0.0957 -0.5811 0.111
H -10.926434 -4.123257 21.414313 0.0866 0.1665 0.1142 0.079
H -10.618552 -2.600774 22.392622 -0.2891 0.3334 -0.6025 0.081
H -9.965222 -4.048032 22.974446 -0.5950 -0.5568 -0.0421 0.082
C -3.763303 -13.242538 12.824301 1.0849 -1.9567 0.9493 -0.150
O -3.204622 -12.188183 12.131320 -0.5241 0.4748 0.5840 -0.157
C -3.093127 -11.011915 12.923055 0.2132 0.4509 -1.3905 -0.210
C -3.375461 -9.876099 11.932902 -1.8453 0.4547 -0.3820 -0.132
O -4.595536 -10.083492 11.081627 0.1079 0.2556 1.9832 -0.176
C -5.773832 -10.123620 11.925681 0.2191 -1.0427 -0.3167 -0.113
H -3.298548 -13.399421 13.797690 0.4317 0.3402 0.4239 0.081
H -3.450316 -14.154857 12.316551 -0.5366 -0.0624 -0.3756 0.091
H -4.818815 -13.285564 13.092880 -0.4889 0.6446 -0.8029 0.085
H -2.069154 -10.914199 13.283650 0.1551 0.1008 0.0620 0.121
H -3.719938 -10.995205 13.814648 -0.3896 -0.1993 -0.1534 0.109
H -2.530982 -9.733406 11.258669 -0.2618 -0.1513 -0.1308 0.123
H -3.599445 -8.939213 12.442975 0.5127 0.0981 0.2794 0.088
H -6.199889 -9.214197 12.349382 0.7377 0.8173 -0.2180 0.069
H -5.635499 -10.795262 12.772949 0.2644 -0.0941 0.1334 0.059
H -6.621065 -10.568205 11.403530 0.2958 -0.0510 -0.6232 0.083
C -0.907913 -6.673912 10.211816 0.1612 0.4578 1.1596 -0.104
O -1.860996 -5.915326 9.516831 -0.4052 -0.0274 -0.3393 -0.185
C -1.317073 -4.868395 8.736359 0.7013 -0.7937 0.4949 -0.182
C -0.210933 -5.355564 7.792510 0.0249 0.5346 0.0569 -0.175
O 1.063389 -5.482573 8.477438 -2.2695 0.6554 -0.0854 -0.191
C 2.085471 -5.970081 7.697851 1.0245 -0.5549 -0.4230 -0.146
H -1.417675 -7.100754 11.075563 -0.1689 -0.5763 -0.3093 0.076
H -0.166566 -6.028441 10.682834 0.3213 0.2214 -0.2111 0.076
H -0.370443 -7.405286 9.608226 -0.2224 -0.1402 -0.0625 0.095
H -0.880283 -4.124790 9.402969 0.1026 0.2773 0.0697 0.105
H -2.177616 -4.425219 8.235204 0.2716 -0.0202 -0.3519 0.122
H -0.158966 -4.633876 6.977303 0.4573 0.2959 -0.1203 0.120
H -0.540366 -6.275552 7.309614 0.2210 -0.4804 0.1991 0.128
H 1.912510 -6.977684 7.319817 -0.2502 -0.3593 0.1081 0.086
H 2.966255 -6.000888 8.339239 0.0608 0.0049 -0.1136 0.094
H 2.319261 -5.382696 6.809925 -0.0930 0.4980 -0.0613 0.084
C -7.111813 -9.484060 15.927518 -0.4759 -0.0338 0.0145 -0.084
O -8.157373 -8.522361 15.697404 0.1977 -0.8087 -0.2522 -0.194
C -9.372291 -9.105297 15.193082 0.2747 -0.2058 0.8054 -0.180
C -10.503983 -8.076326 15.190604 2.3873 -0.4492 0.4255 -0.206
O -10.651795 -7.750521 16.545163 -0.4196 -0.4317 -0.0851 -0.160
C -11.772283 -6.980178 16.774820 -0.5496 1.7000 1.4190 -0.127
H -7.439710 -10.495183 16.168798 -0.7688 -0.0662 -0.0831 0.085
H -6.541557 -9.226474 16.820007 0.1157 0.5889 -0.2286 0.069
H -6.471523 -9.617712 15.055583 0.1940 0.3794 -0.1166 0.072
H -9.655344 -9.867407 15.919161 -0.2388 -0.2624 0.0428 0.121
H -9.232913 -9.625333 14.245328 0.1361 0.2884 -0.3851 0.120
H -11.372600 -8.534486 14.717647 -0.2872 0.2984 -0.0327 0.131
H -10.119096 -7.162658 14.737644 -0.4466 -0.0002 -0.8598 0.106
H -12.666941 -7.551601 17.022121 -0.1078 -0.1867 -0.2490 0.093
H -11.996482 -6.179282 16.070262 0.0295 -0.4472 -1.0387 0.076
H -11.555733 -6.318894 17.613818 0.0411 -0.4027 0.6596 0.088
C -8.325519 -4.203441 14.935887 -0.5207 0.6714 -1.1013 -0.124
O -6.976976 -4.505878 15.109571 0.6340 -1.0622 0.0727 -0.183
C -6.680192 -5.754569 14.404273 -0.3684 0.9266 1.3153 -0.149
C -5.226874 -6.099516 14.547493 0.0818 -1.3494 -1.1987 -0.210
O -4.347034 -5.220960 13.897751 0.4884 0.6191 -0.0974 -0.181
C -3.840144 -5.668352 12.630959 0.1902 -0.6338 0.5152 -0.074
H -8.936754 -5.081678 14.728060 -0.0791 -0.2058 0.1503 0.075
H -8.376390 -3.558832 14.058396 -0.3883 0.0997 -0.4775 0.069
H -8.823913 -3.620048 15.710061 0.5923 -0.2025 0.6234 0.079
H -7.020122 -5.701043 13.370022 0.1182 0.1748 -0.2400 0.123
H -7.272241 -6.495852 14.940999 0.0230 -0.4567 -0.2893 0.103
H -5.039897 -7.070397 14.088653 -0.5526 -0.5067 -0.3731 0.106
H -5.010261 -6.397274 15.573420 0.4709 1.1753 0.5116 0.114
H -3.118751 -6.478772 12.735411 0.3532 -0.1317 0.5869 0.054
H -3.302501 -4.861640 12.132714 -0.5483 0.1668 0.0606 0.090
H -4.592576 -6.146216 12.003587 -0.4867 0.6184 -0.2125 0.092
C -12.064395 -5.556832 13.069680 -0.9357 1.8980 -0.0987 -0.071
O -12.319839 -4.194988 13.569330 0.2506 -0.7116 -1.0896 -0.205
C -13.700368 -3.826999 13.520955 1.0603 0.4350 0.0735 -0.202
C -13.823789 -2.274462 13.634971 -0.2738 -2.0418 1.1095 -0.149
O -13.680303 -1.872644 14.999031 0.6905 0.5516 -0.6133 -0.193
C -14.587297 -2.224480 15.990352 -0.7309 0.6703 0.5251 -0.127
H -12.640664 -6.178108 13.755266 0.6335 -0.7917 -0.2080 0.080
H -10.996959 -5.707318 12.908331 0.0824 -0.0793 1.0568 0.076
H -12.405353 -5.661667 12.039703 -0.6654 0.0249 -0.0495 0.076
H -14.221300 -4.346640 14.325125 -0.1619 0.2914 0.5354 0.107
H -14.246017 -4.201910 12.655040 0.4521 0.1232 -0.7097 0.117
H -14.788786 -2.100453 13.158960 -0.3688 0.8131 0.3916 0.115
H -13.038151 -1.713636 13.128660 -0.0632 -0.4216 -0.2299 0.118
H -14.731893 -3.289740 16.170344 0.0248 -0.1152 -0.2312 0.084
H -15.538556 -1.703545 15.881612 -0.5325 -0.3487 -0.5998 0.086
H -14.267018 -1.761502 16.923721 0.6426 -0.2569 0.0233 0.074
C -3.231714 -2.929545 16.147364 0.0770 -3.0904 0.1220 -0.162
O -3.489069 -1.781741 15.531106 0.1525 3.4371 -2.4200 -0.156
C -3.258741 -1.769801 14.096439 -1.7151 -0.7186 0.9552 -0.141
C -3.230252 -0.361460 13.515861 1.4669 0.0436 1.8287 -0.194
O -3.835680 0.560568 14.419339 -0.1044 1.6158 -2.0118 -0.180
C -3.919314 1.943054 13.846732 -0.8530 -2.0833 1.0314 -0.029
H -3.560955 -2.946904 17.186309 0.3290 0.5233 0.1089 0.099
H -2.191049 -3.225470 16.014867 0.5865 -0.1065 0.5238 0.079
H -3.784353 -3.741133 15.674073 -0.2698 -0.4471 -0.0906 0.069
H -4.057625 -2.338189 13.620178 -0.3869 -0.1997 0.1284 0.100
H -2.364760 -2.307398 13.780397 0.5052 -0.0229 0.3924 0.107
H -3.575447 -0.406432 12.482949 -0.4159 0.3895 0.0118 0.114
H -2.158462 -0.165117 13.544532 0.3553 0.6730 -0.5940 0.109
H -3.082302 2.607047 14.062676 0.4835 -0.4652 -0.1341 0.081
H -4.775396 2.371445 14.367987 -0.0436 0.0590 -0.1642 0.067
H -4.148638 1.851058 12.785103 0.1865 0.2569 -0.0822 0.068